No. 1
The molecule C22H24N2O5, computed with the ωB97M-V functional and the def2-TZVPD basis.

The geometry in XYZ format:
```
53
Properties=species:S:1:pos:R:3:forces:R:3
O -0.918217 2.645387 1.805778 -0.1 -0.2 0.3
O -2.861818 3.705433 -0.768559 -0.3 0.3 -0.1
O 0.920410 -1.949310 -0.571974 -0.2 0.4 0.3
O 1.165222 -3.319243 2.707411 0.1 -0.1 -0.1
O 0.413828 1.166907 0.781096 0.0 0.2 0.2
N -1.562607 1.869485 -1.007402 0.1 -0.6 -0.2
N 0.644401 -1.193141 1.994490 0.1 0.2 -0.5
C 0.232823 -0.542267 3.140849 -0.1 0.2 0.3
C -0.205562 0.799920 3.055535 0.0 -0.1 0.3
C 1.982145 0.100996 -4.890819 -0.1 0.2 -0.2
C -1.906068 3.034578 -0.445985 0.5 0.0 0.5
C -0.658094 1.447159 4.208933 0.1 -0.1 -0.1
C 1.191599 -2.542389 -1.741743 0.3 -0.7 -0.5
C 1.687680 -3.797223 -1.546376 -0.2 0.5 -0.2
C -0.244210 -0.517661 5.504833 0.0 0.2 -0.2
C 1.554421 1.397763 -4.216185 0.1 -0.2 0.2
C -0.193159 1.530222 1.782515 0.2 -0.1 -0.3
C -1.638824 -0.058924 -2.508636 0.0 0.1 -0.1
C -0.390569 -0.605936 -4.564000 0.0 0.0 -0.2
C 1.718603 -3.990358 -0.149745 -0.3 0.7 0.6
C 1.241434 -2.830799 0.408498 0.5 -1.3 -0.2
C 0.586077 1.110578 -3.070002 0.1 0.1 -0.4
C 1.024149 -2.498008 1.824244 -0.1 0.3 0.1
C 0.200787 -1.182483 4.381599 0.1 -0.2 0.0
C -2.322900 1.233257 -2.064256 -0.3 0.1 0.0
C 0.761046 -0.561455 -5.520985 0.2 0.0 0.1
C -0.922159 3.488324 0.656326 0.0 0.4 -0.5
C -0.676548 0.800107 5.424571 0.0 0.0 0.1
C -0.482683 0.126657 -3.460586 -0.1 -0.1 0.3
H -1.235916 4.469072 1.015935 0.0 -0.2 -0.1
H -3.329753 1.013004 -1.691355 0.1 0.0 -0.1
H -0.253719 -1.031114 6.454438 0.0 -0.1 0.1
H 0.459181 -0.005086 -6.414814 0.0 -0.1 -0.1
H 1.062114 2.034513 -4.954325 0.0 0.1 0.0
H 0.662310 -0.601043 1.164547 0.0 -0.2 0.2
H -2.431029 1.929469 -2.902756 0.0 -0.1 0.0
H 2.045018 -4.856206 0.387597 0.0 -0.1 0.2
H 0.125081 2.048964 -2.757341 0.0 0.0 0.1
H -0.986997 2.471164 4.129394 0.0 0.0 0.0
H 1.003030 -1.577366 -5.844941 0.0 0.0 -0.1
H 2.736990 0.298405 -5.653986 0.1 -0.1 0.0
H 2.424438 1.935836 -3.835275 0.0 0.1 0.0
H 1.135275 0.715487 -2.208063 0.0 0.1 0.1
H -1.282151 -0.580372 -1.613297 0.0 -0.1 0.1
H 0.976348 -1.986260 -2.634089 -0.1 0.2 -0.1
H -0.737115 1.387011 -0.670205 -0.2 0.3 0.0
H 1.989642 -4.493429 -2.301165 0.0 -0.1 -0.2
H 0.532662 -2.205418 4.444363 0.0 0.0 0.0
H 0.087981 3.538961 0.233372 -0.1 0.0 0.1
H 2.424053 -0.567005 -4.147621 0.1 0.0 0.0
H -1.022885 1.315099 6.307029 0.0 0.1 0.1
H -2.382163 -0.700843 -2.984378 0.0 0.0 0.1
H -1.183004 -1.297435 -4.820623 -0.2 0.0 0.1
```
Positions in Å, forces in eV/Å.

As for the energy relative to the best compared isomer or geometry (same formula, charge and spin): 108.19 kJ/mol. The value obtained for the frontier orbital gap is 8.660 eV. The spin multiplicity is 1. For the HOMO energy, the calculation gives -8.721 eV. For the LUMO energy, the calculation gives -0.06 eV.


No. 2
The molecule C22H24N2O6, computed with the ωB97M-V functional and the def2-TZVPD basis.

The geometry in XYZ format:
```
54
Properties=species:S:1:pos:R:3:forces:R:3
O 3.719725 -2.233316 -0.890752 0.0 0.0 -0.1
O 1.037603 -0.329587 2.258876 0.0 -0.1 0.0
O -3.307187 0.244392 -1.319789 0.1 0.5 0.4
O -3.487731 -0.162898 1.390351 0.1 0.1 -0.4
O -1.161281 1.792760 -2.332608 -0.2 0.1 0.4
O 1.787690 0.583756 -1.320300 -0.2 -0.2 -0.3
N 2.027990 2.514387 -0.199255 -0.3 0.3 -0.1
N 2.621099 -1.103883 0.787411 0.4 0.1 0.2
C -0.400744 2.164956 -0.148145 -0.1 0.0 -0.1
C -0.402147 -4.061685 -1.011666 0.1 0.0 -0.1
C -1.317885 1.536683 -1.003598 -0.1 0.0 0.3
C -3.689431 -0.247079 2.779705 0.0 0.0 0.2
C -3.522433 -1.151466 -1.295392 0.0 -0.3 -0.1
C 3.823319 0.827904 -0.106814 -0.2 -0.2 -0.1
C 0.914812 -3.644534 -1.179709 0.1 0.1 0.1
C 3.640370 -0.125903 1.083626 0.2 0.1 0.0
C -1.430141 0.775731 -3.275520 -0.1 -0.2 -0.4
C -2.447514 0.603289 0.929194 0.0 0.1 0.0
C 2.728346 3.355692 0.741683 0.3 0.1 0.1
C -1.532312 1.230373 1.758340 -0.2 -0.1 0.1
C -0.523887 2.004811 1.216579 -0.2 0.1 -0.3
C -0.737400 -2.499189 0.804496 0.2 0.1 0.0
C 1.356426 -1.056761 1.350487 0.0 0.1 0.3
C 2.719895 -2.015763 -0.257958 0.1 0.0 0.1
C 0.744981 2.952421 -0.733574 -0.2 -0.2 -0.3
C -2.351269 0.758319 -0.466382 -0.1 -0.2 -0.2
C -1.211407 -3.503070 -0.034533 0.0 0.0 0.1
C 2.460022 1.299508 -0.596451 0.6 0.1 0.1
C 1.385043 -2.655293 -0.342560 -0.6 0.0 0.2
C 0.566195 -2.084140 0.635308 -0.1 -0.5 -0.5
H -2.598863 -1.695446 -1.525116 -0.1 0.1 0.0
H 0.746643 2.791417 -1.814588 0.0 0.2 0.2
H 3.006316 2.802185 1.639782 0.0 0.1 0.0
H -2.842265 -0.720988 3.286824 0.0 0.0 0.0
H -3.867950 0.738691 3.219554 0.0 0.0 0.0
H -0.800849 -4.834379 -1.652382 0.0 -0.1 0.0
H 4.486380 1.644854 0.166053 0.0 0.0 0.0
H -0.993378 -0.175223 -2.959375 0.0 0.0 0.0
H -1.365104 -2.057339 1.560941 -0.1 0.1 0.1
H -2.227592 -3.851752 0.076627 -0.1 0.0 0.0
H 0.185568 2.473189 1.880245 0.1 0.0 0.1
H 0.628963 4.018983 -0.533595 0.1 0.0 0.0
H -1.586971 1.121956 2.827872 0.0 -0.1 0.1
H -3.909504 -1.485913 -0.331782 0.0 0.0 -0.1
H 4.581602 -0.641951 1.294815 -0.1 0.1 0.0
H 2.074732 4.172470 1.039545 0.0 0.0 0.0
H 1.551130 -4.075420 -1.936761 0.1 0.0 -0.1
H 3.630450 3.788365 0.296935 0.0 0.0 0.1
H -4.577503 -0.864881 2.908928 0.1 0.0 0.0
H 3.305451 0.407595 1.977398 0.1 -0.1 -0.1
H -2.501456 0.655428 -3.448515 0.2 0.0 0.0
H -4.260831 -1.345951 -2.072420 0.0 -0.1 0.0
H -0.944787 1.102445 -4.195323 0.0 -0.1 0.0
H 4.269063 0.261247 -0.926717 0.0 0.1 0.0
```
Positions in Å, forces in eV/Å.

As for the energy relative to the best compared isomer or geometry (same formula, charge and spin): 215.56 kJ/mol. The value obtained for the frontier orbital gap is 7.970 eV. The spin multiplicity is 1. For the HOMO energy, the calculation gives -8.086 eV. For the LUMO energy, the calculation gives -0.12 eV.


No. 3
A structure of composition C22H24N4O2S, computed with the ωB97M-V functional and the def2-TZVPD basis.

The geometry in XYZ format:
```
53
Properties=species:S:1:pos:R:3:forces:R:3
S 4.625367 0.552497 0.112177 -2.7 0.0 -0.5
O 3.890649 4.446622 0.056512 -0.9 -2.9 4.8
O 1.032970 1.626162 2.708772 1.4 4.4 0.1
N 2.321680 -0.870566 -0.396157 -4.0 4.7 -2.4
N 3.453760 2.933121 1.863697 -2.9 -3.0 4.0
N 2.195001 1.561558 -0.615608 -7.3 10.3 -2.7
N 0.778311 1.543723 -0.734026 2.0 0.9 1.3
C 0.518277 -4.519275 -1.042002 9.5 -3.7 10.6
C 1.022118 -3.427230 -0.286965 -6.7 4.6 -9.1
C 2.678861 0.553308 -0.406870 10.4 -13.8 4.1
C 1.053164 3.111500 2.308058 2.7 -2.4 2.8
C -0.268447 1.199191 2.927042 2.2 -2.2 -8.4
C -1.152614 -6.107924 -2.020400 7.3 -1.5 1.4
C -3.842662 0.676118 -0.221151 -4.2 5.7 -5.3
C -3.210478 1.718390 -1.156620 3.7 -9.2 7.8
C -1.875934 -0.529924 0.289982 -0.9 5.0 -5.8
C -0.402565 -4.860148 -1.799670 -8.5 5.8 -4.4
C 4.884858 2.309494 -0.231116 -4.1 -1.4 5.6
C 0.458651 -2.217839 -1.073227 0.0 1.8 2.3
C 0.262164 0.379126 -0.550580 -1.5 0.3 -3.9
C -1.820161 1.479468 -1.087196 -1.0 5.4 -6.2
C -3.232545 -0.433978 0.255374 -1.6 -0.7 2.3
C -1.196668 0.342631 -0.715641 -0.6 -0.6 5.7
C -0.671204 -2.184050 -1.977787 2.5 -7.1 1.8
C -1.092846 -3.474464 -2.308203 2.7 -2.1 1.3
C 0.983776 -0.797715 -0.808464 4.9 -5.0 3.8
C 2.392930 3.795239 2.421761 1.0 -9.2 8.1
C -5.620517 0.948603 -0.252124 7.7 -8.2 3.3
C 3.935215 3.354654 0.808077 5.0 2.8 -13.1
H -5.824827 1.855591 -0.120245 -1.8 7.2 1.4
H -2.040489 -5.906188 -2.419422 -4.1 0.2 -0.6
H 0.430808 3.709196 2.852982 -2.3 1.0 1.5
H 2.603464 3.588203 3.620324 -0.2 1.7 -2.5
H -0.912525 1.675889 3.441400 -3.7 3.7 4.8
H -1.751468 -3.561965 -3.102782 -1.7 -0.4 -1.2
H -0.819307 -6.778566 -1.084401 -1.7 1.0 -2.5
H -3.918757 -1.142460 0.754431 0.7 0.2 -0.1
H -0.123469 0.197678 3.097654 -0.4 -2.4 1.0
H 5.814735 2.402766 0.109002 4.1 0.9 1.3
H 0.967600 3.190677 1.349331 -2.2 -0.3 -6.1
H 2.655446 4.633667 2.044192 0.3 6.4 -2.1
H -3.667323 2.424298 -1.632076 -2.7 4.2 -2.5
H 3.389467 1.875564 2.058617 0.5 2.1 -0.6
H -1.286394 2.346977 -1.841676 -0.7 -2.8 2.4
H -0.518319 -6.326729 -2.917945 -0.7 -1.6 0.4
H 1.876742 -3.237319 0.178048 3.4 0.0 2.3
H -1.311459 -1.313759 0.351664 2.6 -5.0 2.0
H 4.897389 2.335956 -1.231712 -0.9 1.5 -3.6
H -5.915315 0.486192 -1.062037 -1.6 -1.6 -4.7
H -1.167457 -1.468116 -2.494422 -0.7 2.8 -1.0
H 1.133450 -5.483512 -0.342841 -1.9 1.6 -2.4
H -5.768153 0.159030 0.479176 -1.2 0.8 0.9
H -0.844947 1.228637 1.845093 1.1 -0.2 2.1
```
Positions in Å, forces in eV/Å.

As for the energy relative to the best compared isomer or geometry (same formula, charge and spin): 2008.50 kJ/mol. The value obtained for the frontier orbital gap is 7.072 eV. The spin multiplicity is 1. For the HOMO energy, the calculation gives -8.103 eV. For the LUMO energy, the calculation gives -1.03 eV.


No. 4
A structure of composition C22H24N4O2V, computed with the ωB97M-V functional and the def2-TZVPD basis.

The geometry in XYZ format:
```
53
Properties=species:S:1:pos:R:3:forces:R:3
V -0.158708 -0.783059 -0.330611 0.6 1.5 0.5
O 0.965671 -3.977252 -0.309748 -0.4 -0.2 0.0
O -0.083738 -2.165463 -1.203707 -0.2 -1.3 -0.7
N 1.744204 -0.001889 -0.887697 -0.9 -0.2 0.4
N -1.714739 -0.850498 0.755664 -0.2 0.2 0.3
N 0.749124 -1.399317 1.333306 -0.1 0.0 -0.1
N 3.350308 -3.485477 -1.573706 0.0 0.0 0.0
C 2.251879 -2.459641 -1.654097 -0.2 0.4 0.1
C 4.601340 -3.022542 -0.838007 0.1 0.0 0.1
C -3.955199 -1.470218 2.150539 0.0 0.0 0.0
C 4.217044 -2.523556 0.545686 -0.1 0.0 0.0
C 4.033421 1.126996 0.130916 0.0 0.1 -0.1
C -2.696480 -1.846709 2.659707 -0.2 0.0 0.1
C 3.199974 -1.326012 0.514727 0.0 0.0 0.1
C 2.098217 -1.549314 1.580462 -0.2 0.0 -0.1
C -2.865459 0.252152 -1.059249 -0.1 -0.1 0.1
C 1.546459 1.660668 -2.856959 0.1 0.0 0.0
C -0.174436 -1.742612 2.314040 0.1 0.1 -0.3
C 2.505091 -1.918803 2.846169 0.0 -0.1 0.1
C 2.701139 -1.163919 -0.904716 0.0 0.0 -0.2
C -4.064017 -0.772501 0.955621 -0.1 -0.1 0.1
C -2.914623 -0.471627 0.253223 0.3 0.1 -0.2
C 1.012090 -3.038306 -1.005334 1.1 -0.5 -0.2
C -1.582131 -1.509874 1.949109 0.1 0.2 -0.2
C 3.894636 0.003242 0.859669 0.1 -0.1 0.0
C 1.581919 -2.264061 3.824716 0.0 0.0 0.0
C 2.292299 1.152478 -1.661688 -0.5 -0.1 -0.3
C 3.421785 1.602181 -1.128596 0.4 0.2 0.2
C 0.220156 -2.209994 3.536538 0.1 0.0 0.2
H -0.510475 -2.491089 4.282473 0.0 0.0 0.0
H -5.028468 -0.469561 0.566256 0.0 0.0 0.0
H -4.850587 -1.721966 2.708410 0.0 0.0 0.0
H -3.304717 1.249215 -0.982298 0.1 0.0 0.0
H 1.877756 0.368964 0.069341 0.3 0.0 0.0
H 5.105138 -2.277034 -1.451084 0.0 0.0 -0.1
H 2.976015 -4.304824 -1.073362 0.0 -0.1 0.0
H -2.631798 -2.384518 3.595702 0.0 0.0 0.0
H 3.550644 -0.810714 -1.486290 0.0 0.0 0.0
H 0.544624 1.236364 -2.940782 0.0 0.0 0.1
H 5.135668 -2.217468 1.046635 0.0 0.0 0.0
H -1.823486 0.411270 -1.430082 0.0 0.0 0.0
H 1.921030 -2.583550 4.804007 0.0 0.0 0.0
H 4.408895 -0.011930 1.815984 0.0 0.0 0.0
H 2.073841 1.431024 -3.785015 0.0 -0.1 0.0
H 2.047778 -2.218570 -2.698414 0.0 0.0 0.0
H 3.807873 -3.358073 1.119250 0.0 0.0 0.0
H 3.562786 -1.974455 3.071438 0.0 0.0 0.0
H -3.402112 -0.287618 -1.841932 0.0 0.0 0.0
H 3.604547 -3.818226 -2.511822 0.0 0.0 0.0
H 5.259182 -3.888042 -0.769381 0.0 0.0 0.0
H 4.699184 1.858307 0.578031 0.0 0.1 0.0
H 3.892787 2.454408 -1.606359 0.1 0.0 0.1
H 1.459563 2.746029 -2.825317 0.0 0.0 0.1
```
Positions in Å, forces in eV/Å.

The total charge is +4. The value obtained for the frontier orbital gap (spin up / spin down) is 4.827 / 5.472 eV. The spin multiplicity is 2. The expectation value of S² is 0.76. For the HOMO energy (spin up / spin down), the calculation gives -21.115 / -21.116 eV. For the LUMO energy (spin up / spin down), the calculation gives -16.29 / -15.64 eV.


Electronic energy, respectively: -36422.1380, -38468.8404, -44075.0109, -58902.8255 eV.
Largest force on an atom, respectively: 1.35, 0.71, 17.74, 1.65 eV/A.